[1]
Below is a 2-piece molecular cluster, C4H11NP overall, with properties calculated with ωB97M-V with the def2-TZVPD basis set.

XYZ file:
```
17
Properties=species:S:1:pos:R:3:lowdin_charge:R:1
C 1.9515 -0.3480 0.3517 -0.220
C 1.3318 1.0031 0.0009 -0.268
C 0.9841 -1.4768 -0.1229 -0.318
C -0.0659 0.8717 -0.6221 -0.262
N -2.7489 0.3091 0.3398 -0.029
P -0.6325 -0.6696 -0.4581 1.077
H 2.8204 -0.5419 -0.3086 0.121
H 2.1714 -0.2655 1.5007 0.157
H 1.4542 1.8684 0.7601 0.149
H 1.8554 1.5131 -0.8747 0.135
H 1.2763 -2.1462 -0.9470 0.100
H 0.7678 -2.0270 0.8007 0.075
H -0.6481 1.7750 -0.9829 0.110
H -2.1586 0.8153 1.0166 0.050
H -3.4915 -0.1677 0.8278 0.057
H -3.3388 0.9557 -0.1320 0.045
H -1.5285 -1.4687 -1.1502 0.019
```

Its HOMO energy is -13.48 eV. As for the molar mass: 104.1 g mol⁻¹. The charge is +1. Its energy relative to the best compared isomer or geometry (same formula, charge and spin) is 54.4 kcal per mole. The gap between HOMO and LUMO comes out at 0.3108 Eh. The calculation puts the LUMO energy at -0.184 hartree.

[2]
Below is a 11-piece molecular cluster, C46H105BCl2N4O14PS2 overall, with properties calculated with ωB97M-V with the def2-TZVPD basis set.

XYZ file:
```
175
Properties=species:S:1:pos:R:3:lowdin_charge:R:1
C 5.6482 -2.2800 2.0567 -0.083
C 4.9084 -1.7986 0.6538 -0.212
O 3.5279 -2.3604 0.5084 -0.071
B 2.7421 -1.2763 -0.1840 -0.418
O 3.3272 -0.8125 -1.4556 0.056
C 1.2930 -0.7251 0.4728 -0.212
C 1.5103 0.9314 0.3118 -0.096
C 3.0204 1.4221 0.7948 -0.126
C 3.6477 1.2929 2.2966 -0.018
C 5.1993 1.7720 2.6565 -0.029
C 6.1738 2.4198 1.4698 -0.022
C 5.5670 2.6132 -0.0421 -0.036
C 4.0336 2.1210 -0.3404 -0.011
C 1.1836 -1.1368 2.0514 -0.394
P 0.2598 0.0784 3.1966 0.715
O -0.2549 -0.9080 4.5821 -0.387
Cl -1.5334 0.8492 2.4022 0.278
N 0.6512 -2.4979 2.3830 -0.086
C 0.2524 -3.3484 1.2287 -0.551
Cl -0.5537 -4.9854 1.6801 0.608
C -0.5669 -2.4699 0.1251 -0.196
C -2.1920 -2.3145 0.4192 -0.146
C -2.6556 -2.3410 1.9690 -0.233
C -4.1437 -1.5829 2.0747 -0.208
C -4.3891 -0.8817 3.5495 -0.196
C -4.9246 0.6694 3.3234 -0.293
N -4.3115 1.6315 4.3516 -0.067
N 0.0715 -1.1635 -0.2998 -0.041
C 0.1938 -1.1643 -1.8032 -0.127
C -1.2755 -1.1129 -2.6010 -0.196
C -2.0502 0.3234 -2.4500 -0.470
S -1.0785 1.7755 -3.1915 0.779
C -1.7355 3.3906 -2.4096 -0.938
S -0.8990 4.2368 -1.1945 0.636
N -3.0613 3.8782 -2.9506 -0.235
C -4.2430 3.4092 -2.1314 -0.148
C -5.5782 3.5886 -3.1225 -0.138
O -5.1497 4.4130 -4.2747 -0.219
C -4.5854 5.7113 -3.8224 -0.122
C -3.1524 5.3862 -3.0247 -0.191
H 4.9099 -2.1585 2.9822 0.088
H 6.1138 -3.3533 1.9779 0.081
H 6.5385 -1.5071 2.2421 0.094
H 4.9334 -0.6246 0.6284 0.103
H 5.5611 -2.1521 -0.2803 0.143
H 3.6327 -1.6032 -1.9924 0.134
H 1.4755 1.2305 -0.8454 0.123
H 0.6616 1.5643 0.7979 0.083
H 3.0351 0.8119 3.1662 0.043
H 5.6467 1.6357 3.7467 0.100
H 7.2800 2.7402 1.6892 0.075
H 6.1595 3.0966 -0.9591 0.100
H 3.5680 2.2451 -1.4327 0.110
H 2.3100 -1.1372 2.4552 0.142
H -1.2546 -0.7404 4.7141 0.048
H 1.3216 -2.9758 3.0280 0.128
H 1.2596 -3.7017 0.6909 0.106
H -0.5459 -3.1585 -0.8549 0.164
H -2.7599 -3.2095 -0.1306 0.142
H -2.6418 -1.3310 -0.0841 0.101
H -2.8860 -3.4738 2.2667 0.105
H -1.8954 -1.9434 2.7607 0.060
H -4.3123 -0.7892 1.2307 0.090
H -4.9558 -2.4449 1.9260 0.123
H -3.4368 -0.9332 4.2488 0.092
H -5.2893 -1.4692 4.0463 0.114
H -6.1118 0.6948 3.3451 0.123
H -4.6066 1.1139 2.2644 0.097
H -4.1793 2.5336 3.8442 0.059
H -4.9810 1.7357 5.1471 0.072
H -0.6636 -0.4207 -0.0856 0.147
H 0.7936 -0.2529 -2.2582 0.129
H 0.7406 -2.1253 -2.2535 0.162
H -0.9880 -1.2121 -3.7550 0.125
H -1.9260 -2.0555 -2.3548 0.108
H -2.2792 0.5160 -1.3189 0.068
H -3.0668 0.2194 -3.0627 0.105
H -4.0978 2.3011 -1.7689 0.114
H -4.3425 4.1156 -1.1824 0.134
H -5.7620 2.4952 -3.5631 0.139
H -6.5107 4.0028 -2.5495 0.130
H -5.3709 6.2580 -3.1495 0.118
H -4.2729 6.3054 -4.7910 0.140
H -3.2564 5.8784 -1.9640 0.105
H -2.2231 5.8879 -3.5414 0.133
C -7.9821 9.0173 -0.8418 -0.095
C -7.6695 8.3676 -2.1738 -0.329
O -7.6977 6.9540 -2.0425 -0.110
H -7.2577 8.7057 -0.0823 0.077
H -7.9600 10.1076 -0.9249 0.077
H -8.9704 8.7109 -0.4838 0.074
H -6.6725 8.6588 -2.5172 0.110
H -8.3971 8.6641 -2.9355 0.111
H -8.5896 6.7049 -1.7453 0.090
C 3.4204 -7.0752 1.5476 -0.089
C 3.6727 -6.6681 0.1106 -0.315
O 2.6929 -5.7288 -0.3066 -0.109
H 2.4233 -7.5148 1.6536 0.077
H 4.1648 -7.8027 1.8832 0.080
H 3.4561 -6.2035 2.2091 0.068
H 3.6144 -7.5384 -0.5497 0.117
H 4.6629 -6.2158 -0.0012 0.109
H 2.7586 -4.9563 0.2807 0.041
C 6.6533 -0.3348 -4.0153 -0.087
C 7.1939 0.8204 -3.1983 -0.316
O 6.1737 1.7857 -2.9889 -0.115
H 6.2801 0.0190 -4.9818 0.081
H 7.4289 -1.0859 -4.1894 0.079
H 5.8105 -0.8104 -3.5032 0.059
H 8.0213 1.3066 -3.7234 0.117
H 7.5572 0.4767 -2.2250 0.109
H 5.4472 1.3462 -2.5145 0.047
C 8.4343 6.2747 1.2346 -0.092
C 9.3044 5.0350 1.2465 -0.321
O 8.7361 4.0356 0.4132 -0.119
H 7.4236 6.0388 1.5830 0.075
H 8.8564 7.0536 1.8760 0.077
H 8.3367 6.6697 0.2181 0.075
H 9.3814 4.6310 2.2603 0.113
H 10.3132 5.2599 0.8872 0.110
H 8.6799 4.4011 -0.4864 0.093
C 0.6200 -2.9775 -5.7534 -0.100
C 1.8484 -3.8592 -5.8422 -0.319
O 2.5398 -3.8540 -4.6020 -0.095
H 0.9008 -1.9513 -5.4951 0.073
H 0.0780 -2.9671 -6.7033 0.080
H -0.0543 -3.3309 -4.9665 0.063
H 2.5296 -3.4900 -6.6145 0.118
H 1.5749 -4.8900 -6.0875 0.113
H 1.9291 -4.1915 -3.9244 0.079
C 2.7582 3.9306 6.6952 -0.090
C 3.0708 3.2810 5.3632 -0.331
O 3.0426 1.8674 5.4945 -0.117
H 3.4826 3.6190 7.4547 0.079
H 2.7803 5.0209 6.6121 0.077
H 1.7699 3.6243 7.0532 0.069
H 4.0678 3.5722 5.0197 0.106
H 2.3432 3.5774 4.6015 0.104
H 2.1507 1.6182 5.7917 0.083
C -4.9848 -4.3632 -4.2197 -0.087
C -4.6637 -2.9307 -3.8468 -0.325
O -3.5255 -2.4849 -4.5692 -0.108
H -4.1340 -5.0173 -4.0024 0.080
H -5.8575 -4.7236 -3.6679 0.082
H -5.1861 -4.4484 -5.2925 0.065
H -4.4417 -2.8537 -2.7784 0.100
H -5.5048 -2.2683 -4.0731 0.113
H -3.7358 -2.5492 -5.5167 0.097
C -1.1418 5.8425 6.4401 -0.090
C -0.8292 5.1928 5.1081 -0.328
O -0.8574 3.7792 5.2394 -0.112
H -0.4174 5.5308 7.1996 0.073
H -1.1197 6.9327 6.3570 0.078
H -2.1301 5.5361 6.7981 0.074
H 0.1678 5.4840 4.7647 0.109
H -1.5568 5.4893 4.3464 0.107
H -1.7493 3.5300 5.5366 0.079
C -6.5467 -8.0077 -7.8487 -0.094
C -6.0061 -6.8525 -7.0317 -0.343
O -7.0263 -5.8872 -6.8223 -0.099
H -6.9199 -7.6539 -8.8153 0.080
H -5.7711 -8.7588 -8.0228 0.076
H -7.3895 -8.4833 -7.3366 0.075
H -5.1787 -6.3663 -7.5568 0.113
H -5.6428 -7.1961 -6.0584 0.104
H -7.7528 -6.3267 -6.3479 0.091
C 0.3343 -4.4605 6.0606 -0.094
C 1.2044 -5.7003 6.0726 -0.324
O 0.6361 -6.6997 5.2392 -0.091
H -0.6764 -4.6964 6.4090 0.082
H 0.7564 -3.6817 6.7020 0.077
H 0.2367 -4.0656 5.0441 0.045
H 1.2814 -6.1042 7.0863 0.117
H 2.2132 -5.4753 5.7132 0.105
H 0.5799 -6.3342 4.3396 0.055
```

Its HOMO energy is -10.46 eV. As for the molar mass: 1115.2 g mol⁻¹. The charge is +1. Its energy relative to the best compared isomer or geometry (same formula, charge and spin) is 403.0 kcal per mole. The gap between HOMO and LUMO comes out at 0.2781 Eh. The calculation puts the LUMO energy at -0.106 hartree.

[3]
Below is C19H42AlBBrClFN4O7P as an isolated structure, with properties calculated with ωB97M-V with the def2-TZVPD basis set.

XYZ file:
```
78
Properties=species:S:1:pos:R:3:lowdin_charge:R:1
C -0.0973 -1.3233 4.5800 -0.087
C -1.0336 -0.8604 3.4672 -0.211
C -0.6587 0.5226 2.9280 -0.150
O -0.3864 0.6031 1.5063 -0.090
C 0.4456 -0.3076 0.9650 -0.293
C -0.1148 -1.2568 0.0945 -0.224
C -1.5287 -1.3274 -0.4155 -0.075
C -2.6775 -0.6383 0.2821 -0.211
O -2.7015 0.7200 -0.0883 -0.171
C -3.7033 1.4964 0.5423 -0.246
C -3.0962 2.6346 1.3568 -0.060
N 0.6313 -2.2166 -0.4052 0.185
N 1.9088 -2.2554 -0.0964 -0.072
C 2.6163 -3.3796 -0.7170 0.045
C 2.5460 -1.3839 0.6894 -0.030
B 4.1076 -1.6447 0.9521 -0.684
O 4.9828 -1.5922 -0.0995 0.185
O 4.5569 -1.8881 2.1998 0.061
C 3.7591 -2.6272 3.1404 -0.023
C 1.8034 -0.3205 1.2399 -0.212
P 2.5757 0.9816 2.2293 1.168
C 4.2206 1.3200 1.4781 -0.336
C 5.4220 1.0995 2.4182 -0.121
C 1.6420 2.5427 2.0013 -0.350
C 1.2811 3.2225 3.3396 -0.133
H 0.9529 -1.2510 4.3215 0.034
H -0.2609 -0.7140 5.4669 0.086
H -0.3534 -2.3404 4.8762 0.077
H -1.1298 -1.6077 2.6789 0.102
H -2.0250 -0.7793 3.9153 0.111
H -1.4762 1.2256 3.0633 0.108
H 0.1794 0.9103 3.5149 0.089
H -1.5059 -0.9859 -1.4518 0.114
H -1.7468 -2.3949 -0.4573 0.130
H -2.6881 -0.7730 1.3680 0.112
H -3.5945 -1.1024 -0.1020 0.133
H -4.3600 1.9058 -0.2281 0.117
H -4.3354 0.8700 1.1768 0.118
H -2.0672 2.8141 1.0536 0.077
H -3.6653 3.5508 1.2079 0.074
H -3.1216 2.4367 2.4280 0.062
H 1.8907 -3.9253 -1.3059 0.106
H 3.0158 -4.0410 0.0491 0.107
H 3.3825 -3.0008 -1.3837 0.107
H 5.4845 -2.4061 -0.2047 0.126
H 3.6599 -3.6567 2.8021 0.097
H 2.7962 -2.1546 3.3007 0.069
H 4.2873 -2.6285 4.0873 0.100
H 4.2059 2.3644 1.1777 0.080
H 4.3264 0.7632 0.5461 0.078
H 5.8322 2.0599 2.7227 0.075
H 6.2154 0.5444 1.9259 0.077
H 5.1352 0.5879 3.3308 0.042
H 0.7757 2.4210 1.3571 0.071
H 2.3135 3.2089 1.4636 0.077
H 1.5179 4.2812 3.3076 0.072
H 1.8000 2.7488 4.1728 0.062
H 0.2196 3.1058 3.5520 0.059
C -1.5059 1.7728 -3.2695 -0.423
O -0.8720 0.8380 -4.0553 -0.408
H -2.2119 2.2695 -3.9801 0.005
H -2.0794 1.2895 -2.4584 0.057
H -0.9464 2.5995 -2.8409 0.060
H -0.1699 0.3494 -3.4410 -0.055
Br 0.8611 0.9986 -1.9007 0.268
Al -2.8009 0.6262 -4.7132 0.934
C -5.2686 -0.1720 -7.8157 -0.732
O -5.4421 0.4944 -6.8182 -0.040
N -5.7034 0.2751 -9.0620 0.064
N -4.6443 -1.3768 -7.8403 0.179
H -5.5314 -0.2212 -9.9185 0.096
H -6.1287 1.1856 -9.0976 0.083
H -4.3154 -1.7447 -6.9669 0.099
H -4.5123 -1.9164 -8.6743 0.105
F 0.2435 -0.6125 -5.7214 -0.647
O 3.1460 -0.0405 5.3173 -0.281
H 3.8517 -0.3654 4.7420 -0.134
Cl -8.1315 -0.4073 -8.8070 -0.044
```

Its HOMO energy is -6.65 eV. As for the molar mass: 641.7 g mol⁻¹. The gap between HOMO and LUMO comes out at 0.0365 Eh. The calculation puts the LUMO energy at -0.208 hartree.